Below is a single CHF3OS2 molecule in a non-equilibrium geometry, with properties calculated with ωB97M-V/def2-TZVPD.

Element x y z (Å)
O  -0.359  2.044  0.368
S  -0.019  0.933  -0.524
S  1.345  1.391  -2.097
C  -1.600  -0.017  -1.059
F  -1.528  -1.331  -0.962
F  -1.968  0.221  -2.347
F  -2.523  0.396  -0.237
H  0.424  -0.065  0.237

Computed properties:
spin multiplicity	1
Kohn-Sham gap	0.342	hartree
SMILES	O=[S@H](=S)C(F)(F)F
maximum force	3.76	eV/A
E_HOMO	-9.8	eV
LUMO energy	-0.535	eV
M	150.1	g mol⁻¹
relative energy (zero: lowest compared OMol25 entry of this formula, charge and spin)	0.688	eV
total charge	0

Atomic partial charges in e from the Löwdin method, atoms 1 to 2: -0.438 0.544

---

Below is C38H61N8O4PTi as an isolated structure, with properties calculated with ωB97M-V/def2-TZVPD.

Element x y z (Å)
Ti  -0.201  -0.764  0.304
C  -0.811  -3.896  0.269
N  -1.015  -2.786  -0.678
C  -2.444  -2.819  -1.060
C  -2.976  -1.575  -1.754
C  -3.259  -0.421  -0.800
N  -2.041  0.315  -0.466
C  -2.061  1.575  -0.664
C  -0.913  2.448  -0.593
C  -1.108  3.833  -0.504
C  -0.041  4.703  -0.516
C  1.250  4.175  -0.637
C  1.468  2.823  -0.749
C  0.387  1.912  -0.725
O  0.607  0.635  -0.848
C  -0.193  -3.047  -1.890
C  1.217  -2.476  -1.854
C  2.027  -2.608  -0.570
N  1.547  -1.716  0.485
C  2.538  -1.331  1.334
C  2.458  -0.317  2.325
C  3.599  -0.046  3.117
C  3.607  0.923  4.097
C  2.458  1.675  4.332
C  1.314  1.438  3.582
C  1.284  0.457  2.586
O  0.160  0.256  1.920
H  -1.102  -4.844  -0.201
H  -1.422  -3.737  1.153
H  0.229  -3.957  0.567
H  -3.014  -2.984  -0.143
H  -2.603  -3.697  -1.701
H  -3.923  -1.854  -2.224
H  -2.313  -1.253  -2.564
H  -3.681  -0.816  0.123
H  -3.986  0.266  -1.247
H  -3.008  2.055  -0.941
H  -2.120  4.215  -0.417
H  -0.197  5.769  -0.430
H  2.100  4.848  -0.635
H  2.469  2.415  -0.815
H  -0.689  -2.595  -2.743
H  -0.174  -4.135  -2.049
H  1.165  -1.414  -2.117
H  1.766  -2.958  -2.669
H  3.061  -2.343  -0.817
H  2.067  -3.658  -0.242
H  3.515  -1.793  1.202
H  4.494  -0.631  2.930
H  4.505  1.099  4.677
H  2.453  2.446  5.094
H  0.409  2.013  3.742
O  -0.648  -1.014  -4.223
P  0.022  0.140  -4.871
N  -0.282  0.047  -6.502
C  -0.731  -1.159  -7.198
C  -0.146  -0.993  -8.597
C  -0.228  0.519  -8.811
C  0.140  1.088  -7.439
N  1.663  0.296  -4.779
C  2.485  -0.699  -5.498
C  3.878  -0.516  -4.904
C  3.584  -0.137  -3.455
C  2.373  0.784  -3.581
N  -0.508  1.589  -4.308
C  0.175  2.884  -4.396
C  -0.953  3.861  -4.724
C  -2.143  3.265  -3.972
C  -1.964  1.761  -4.170
H  -1.826  -1.203  -7.241
H  -0.389  -2.054  -6.679
H  -0.684  -1.565  -9.352
H  0.897  -1.320  -8.605
H  -1.250  0.803  -9.070
H  0.428  0.882  -9.602
H  -0.371  2.035  -7.240
H  1.218  1.279  -7.358
H  2.465  -0.516  -6.574
H  2.114  -1.715  -5.321
H  4.394  0.303  -5.412
H  4.487  -1.413  -5.006
H  4.420  0.349  -2.953
H  3.322  -1.029  -2.883
H  2.693  1.818  -3.740
H  1.729  0.748  -2.702
H  0.950  2.867  -5.164
H  0.648  3.138  -3.442
H  -1.147  3.859  -5.800
H  -0.719  4.881  -4.420
H  -3.109  3.618  -4.334
H  -2.060  3.514  -2.914
H  -2.472  1.432  -5.087
H  -2.352  1.158  -3.346
C  -3.909  -2.700  4.204
N  -3.297  -1.597  3.477
C  -4.246  -0.863  2.667
C  -2.015  -1.737  2.973
O  -1.792  -1.496  1.776
N  -1.082  -2.116  3.874
C  0.241  -2.568  3.486
C  -1.196  -1.817  5.292
H  -4.496  -3.329  3.524
H  -4.578  -2.317  4.976
H  -3.159  -3.325  4.679
H  -5.062  -0.526  3.308
H  -4.675  -1.480  1.868
H  -3.765  0.005  2.224
H  0.310  -2.707  2.413
H  0.451  -3.519  3.985
H  0.994  -1.840  3.783
H  -2.072  -1.207  5.489
H  -0.307  -1.259  5.595
H  -1.246  -2.727  5.896

Computed properties:
spin multiplicity	3
Kohn-Sham gap (spin up / spin down)	0.180 / 0.270	hartree
maximum force	0.63	eV/A
E_HOMO (spin up / spin down)	-4.4 / -6.9	eV
LUMO energy (spin up / spin down)	0.469 / 0.465	eV
M	772.8	g mol⁻¹
expectation value of S²	2.03
relative energy (zero: lowest compared OMol25 entry of this formula, charge and spin)	0.295	eV
total charge	0

Atomic partial charges in e from the Löwdin method, atoms 1 to 2: 1.034 -0.081

---

Below is C39H56I2LaN8PS2Si as an isolated structure in a non-equilibrium geometry, with properties calculated with ωB97M-V/def2-TZVPD.

Element x y z (Å)
La  0.129  -0.074  0.136
C  2.292  0.570  -5.775
S  2.688  -1.063  -5.081
C  1.895  -0.849  -3.459
S  0.362  -0.205  -3.382
N  2.694  -1.275  -2.533
N  2.467  -0.985  -1.243
C  3.316  -1.549  -0.433
C  3.526  -1.090  0.903
C  4.611  -1.603  1.639
C  4.932  -1.043  2.852
C  4.163  0.022  3.311
C  3.087  0.444  2.543
N  2.754  -0.094  1.383
H  2.520  0.553  -6.836
H  2.897  1.317  -5.268
H  1.235  0.756  -5.602
H  4.011  -2.300  -0.821
H  5.187  -2.415  1.218
H  5.774  -1.407  3.428
H  4.389  0.510  4.249
H  2.486  1.284  2.872
N  1.364  2.271  -0.875
C  1.539  3.404  -1.026
C  1.789  4.771  -1.192
C  3.082  5.277  -0.955
C  3.341  6.618  -1.112
C  2.334  7.496  -1.504
C  1.050  7.006  -1.728
C  0.774  5.667  -1.579
H  3.860  4.596  -0.643
H  4.337  6.999  -0.924
H  2.545  8.549  -1.628
H  0.261  7.688  -2.017
H  -0.225  5.297  -1.745
I  -0.162  2.267  2.347
I  -0.614  -3.750  -1.244
C  -1.614  -1.864  -0.823
H  -2.379  -2.121  -0.081
H  -2.126  -1.639  -1.762
N  0.067  -1.656  1.922
P  0.170  -2.668  3.034
N  -1.289  -3.457  3.637
C  -2.199  -2.487  4.201
C  -3.289  -3.196  5.017
C  -3.685  -4.512  4.336
C  -3.433  -4.391  2.837
C  -1.933  -4.235  2.586
N  0.846  -2.080  4.508
C  1.284  -2.861  5.640
C  2.251  -2.052  6.503
C  1.544  -0.839  7.120
C  0.401  -0.374  6.211
C  0.765  -0.657  4.759
N  1.043  -4.131  2.780
C  1.067  -5.335  3.567
C  1.100  -6.563  2.648
C  2.356  -6.501  1.782
C  2.374  -5.186  1.007
C  2.202  -3.991  1.942
H  -2.656  -1.862  3.417
H  -1.627  -1.816  4.843
H  -4.154  -2.532  5.096
H  -2.926  -3.398  6.028
H  -4.736  -4.743  4.534
H  -3.082  -5.334  4.732
H  -3.970  -3.520  2.456
H  -3.801  -5.273  2.307
H  -1.766  -3.766  1.608
H  -1.459  -5.222  2.564
H  1.797  -3.752  5.281
H  0.436  -3.194  6.263
H  3.073  -1.719  5.865
H  2.668  -2.697  7.284
H  2.262  -0.027  7.253
H  1.157  -1.096  8.110
H  0.211  0.692  6.339
H  -0.518  -0.905  6.464
H  1.730  -0.173  4.558
H  0.032  -0.236  4.070
H  0.192  -5.349  4.221
H  1.981  -5.377  4.194
H  0.220  -6.550  2.003
H  1.081  -7.482  3.245
H  2.376  -7.345  1.085
H  3.241  -6.565  2.427
H  1.557  -5.189  0.286
H  3.312  -5.074  0.459
H  2.046  -3.080  1.358
H  3.121  -3.868  2.551
C  -2.672  1.287  -2.932
Si  -2.280  1.399  -1.030
C  -2.242  3.345  -0.856
C  -4.006  1.049  -0.224
C  -4.159  1.206  1.152
C  -5.380  1.022  1.771
C  -6.492  0.666  1.024
C  -6.360  0.481  -0.341
C  -5.131  0.665  -0.950
H  -3.500  1.934  -3.226
H  -2.913  0.271  -3.234
H  -1.799  1.587  -3.504
H  -3.229  3.782  -1.005
H  -1.577  3.764  -1.606
H  -1.884  3.664  0.116
H  -3.302  1.485  1.746
H  -5.470  1.161  2.842
H  -7.455  0.533  1.503
H  -7.224  0.202  -0.936
H  -5.049  0.512  -2.016

Computed properties:
spin multiplicity	1
Kohn-Sham gap	0.181	hartree
maximum force	2.55	eV/A
E_HOMO	-1.2	eV
LUMO energy	3.754	eV
M	1152.8	g mol⁻¹
total charge	-2

Atomic partial charges in e from the Löwdin method, atoms 1 to 2: 1.128 -0.463